Entry from OMol25: a molecular structure, C25H28FeN5O5 (the ωB97M-V functional and the def2-TZVPD basis).

Element x y z (Å)
Fe1 -0.43637 -0.04177 0.36521
C1 1.23723 -1.93327 4.04901
O1 2.53049 -1.40575 4.21590
C2 3.02490 -0.47502 3.31454
C3 4.34253 -0.14479 3.54908
C4 5.02933 0.73702 2.72143
C5 4.35860 1.33185 1.67981
C6 3.00233 1.07418 1.43616
C7 2.35175 1.84973 0.41607
N1 1.11269 1.74901 0.08000
N2 0.60759 2.66709 -0.78213
C8 -0.71502 2.65194 -0.85063
O2 -1.46788 1.93403 -0.13686
C9 -1.33212 3.58179 -1.83455
C10 -2.72089 3.66190 -1.90635
C11 -3.32638 4.46055 -2.85492
C12 -2.56043 5.17776 -3.75839
C13 -1.17741 5.11007 -3.68845
C14 -0.56623 4.32718 -2.72711
C15 2.28747 0.10726 2.22496
O3 1.07958 -0.23204 1.97764
H1 0.46558 -1.23141 4.38400
H2 1.04813 -2.19959 3.00991
H3 1.19957 -2.83001 4.67377
H4 4.84172 -0.61515 4.38498
H5 6.07725 0.93215 2.90028
H6 4.87256 2.02785 1.02803
H7 2.95800 2.64318 -0.04070
H8 -3.31427 3.09089 -1.20881
H9 -4.40477 4.50697 -2.90626
H10 -3.04373 5.77395 -4.52220
H11 -0.57731 5.65358 -4.40609
H12 0.50705 4.26578 -2.65203
O4 -2.30352 -1.33771 -3.45504
C16 -1.57742 -1.08260 -2.49540
O5 -1.91186 -0.88143 -1.30553
C17 -0.05274 -1.08164 -2.75853
C18 0.44148 -1.50956 -3.98827
C19 1.80877 -1.61190 -4.15928
C20 2.63500 -1.27755 -3.09257
C21 2.05638 -0.84847 -1.90975
N3 0.74373 -0.75105 -1.74097
H13 -0.26788 -1.76304 -4.76298
H14 2.23245 -1.94635 -5.09765
H15 3.70925 -1.35945 -3.17369
H16 2.66380 -0.58184 -1.05460
N4 -2.66123 -0.11156 1.53202
C22 -3.30092 -1.35805 1.91478
C23 -2.29383 -2.28500 2.61581
C24 -2.12090 -3.65360 1.95892
C25 -1.55028 -3.55441 0.54252
N5 -0.29353 -2.82343 0.49708
H17 -2.61221 0.55775 2.28923
H18 -3.11130 0.31167 0.72849
H19 -3.65415 -1.81679 0.99284
H20 -4.17550 -1.19288 2.56590
H21 -2.56706 -2.43681 3.66292
H22 -1.32748 -1.78308 2.56253
H23 -3.07396 -4.18421 1.89722
H24 -1.45799 -4.26157 2.58362
H25 -2.24187 -2.99679 -0.08966
H26 -1.44690 -4.57785 0.13377
H27 -0.03604 -2.66670 -0.47050
H28 0.45614 -3.34103 0.94144

The calculation puts the LUMO energy (spin up / spin down) at 2.81 / 2.81 eV. The highest occupied orbital energy (spin up / spin down) is -0.14761 / -0.14949 hartree. The orbital gap (spin up / spin down) is 6.8281 / 6.8785 eV. Its relative energy (zero: lowest compared OMol25 entry of this formula, charge and spin) is 0.714 eV. Its total charge is -1. The multiplicity is 5.

Mulliken population analysis, charges in e, atoms 1 to 6: Fe 2.63; C -0.36; O -0.55; C 0.17; C -0.57; C -0.61

---

Entry from OMol25: a molecular structure, C28H30NOTb (the ωB97M-V functional and the def2-TZVPD basis).

Element x y z (Å)
C1 -0.83292 -0.74770 -2.04959
C2 0.57684 -0.60988 -2.17469
C3 1.19020 -1.62916 -1.39780
H1 1.10057 0.10341 -2.81164
C4 0.15256 -2.40579 -0.79018
C5 -1.09480 -1.86070 -1.20095
H2 0.30077 -3.31392 -0.20964
C6 -0.39595 2.51147 0.39812
C7 0.25149 2.25726 -0.85217
C8 1.57286 1.79491 -0.57985
H3 -0.15556 2.44087 -1.84030
C9 1.72921 1.75534 0.83727
C10 0.51395 2.20766 1.44773
H4 2.25133 -1.87336 -1.38570
H5 -2.07847 -2.24014 -0.92204
H6 -1.58054 -0.14682 -2.56363
H7 0.34937 2.29990 2.52459
H8 2.34683 1.52732 -1.29403
H9 -1.41473 2.85632 0.54869
Tb1 -0.01141 -0.03154 0.25752
C11 2.85047 1.09773 1.57800
C12 3.08250 1.86588 2.89295
C13 4.14995 1.09618 0.76817
H10 3.24681 2.93239 2.66925
H11 3.96424 1.46732 3.40660
H12 2.22878 1.76530 3.57600
H13 4.37730 2.12044 0.44156
H14 4.09629 0.44576 -0.11417
H15 4.97518 0.74949 1.40322
C14 2.34698 -0.37195 1.80178
C15 3.26430 -1.12821 2.75475
H16 2.30808 -0.89714 0.81809
H17 1.33029 -0.37739 2.27791
O1 3.95316 -0.53172 3.57410
N1 3.37789 -2.48624 2.71737
C16 2.65671 -3.46987 1.92815
H18 4.01550 -2.85379 3.41316
C17 3.33418 -3.76980 0.60536
C18 2.73052 -4.70392 -0.24171
H19 1.85307 -5.24305 0.12538
C19 3.23149 -4.91746 -1.52482
H20 2.71354 -5.60949 -2.19067
C20 4.38462 -4.23917 -1.94200
H21 4.77684 -4.40603 -2.94603
C21 5.03696 -3.36006 -1.07197
H22 5.94760 -2.84195 -1.37643
C22 4.51701 -3.13296 0.21109
H23 5.03088 -2.46225 0.90501
H24 1.61856 -3.13964 1.75569
H25 2.60395 -4.39950 2.52216
C23 -5.30388 0.74543 0.06481
C24 -4.48592 1.47806 -0.79370
C25 -3.08441 1.29325 -0.75310
C26 -2.54785 0.40478 0.15395
C27 -3.33085 -0.34983 0.99639
C28 -4.73701 -0.17114 0.95092
H26 -6.38604 0.88716 0.03831
H27 -4.90770 2.19421 -1.50301
H28 -2.45912 1.86478 -1.44678
H29 -2.88709 -1.07944 1.68217
H30 -5.37160 -0.76351 1.61370

The calculation puts the LUMO energy (spin up / spin down) at -0.30 / -0.05 eV. The highest occupied orbital energy (spin up / spin down) is -0.27618 / -0.27336 hartree. The orbital gap (spin up / spin down) is 7.2118 / 7.3910 eV. The multiplicity is 7.

Mulliken population analysis, charges in e, atoms 1 to 6: C -0.35; C -1.08; C -0.03; H 0.56; C -0.20; C -1.09

---

Entry from OMol25: 2 unconnected molecules or ions with the total composition C4H11N2 (the ωB97M-V functional and the def2-TZVPD basis).

Element x y z (Å)
C1 -1.67540 -2.41099 -0.57697
C2 -0.61649 -1.51290 -0.13110
C3 -0.90823 -0.51386 0.77342
C4 -0.19293 0.55615 1.30308
N1 -0.69607 1.49265 2.15553
N2 3.17098 2.06876 -1.77846
H1 -2.65337 -2.27563 -0.12235
H2 -1.38073 -3.47512 -0.52937
H3 0.28626 -1.57565 -0.73808
H4 2.68760 1.20478 -1.57852
H5 -1.93983 -0.56368 1.11778
H6 0.87972 0.35983 1.35970
H7 -0.94563 2.37968 1.72435
H8 -0.11230 1.63686 2.97967
H9 3.36548 2.19187 -2.76427
H10 -1.85152 -2.40791 -1.66231
H11 2.58245 2.84515 -1.53210

The calculation puts the LUMO energy at -6.71 eV. The highest occupied orbital energy is -0.46608 hartree. The orbital gap is 5.9711 eV. Its relative energy (zero: lowest compared OMol25 entry of this formula, charge and spin) is 3.423 eV. Its total charge is +1.

Mulliken population analysis, charges in e, atoms 1 to 6: C -1.14; C 0.35; C -0.38; C 0.04; N -0.46; N -0.63

---

Entry from OMol25: a single C15H22N2O2 molecule (the ωB97M-V functional and the def2-TZVPD basis).

Element x y z (Å)
C1 6.52161 0.11664 -0.76838
C2 5.07515 -0.08719 -0.44010
C3 4.45324 -1.29243 -0.73189
C4 3.12192 -1.50291 -0.42770
C5 2.37535 -0.49293 0.16796
C6 2.99795 0.71319 0.47206
C7 4.33518 0.92734 0.17878
C8 4.98155 2.23469 0.52549
H1 5.82035 2.07872 1.20448
H2 4.27068 2.90341 1.00429
H3 5.36741 2.72147 -0.36881
H4 2.44957 1.49508 0.97966
C9 0.95000 -0.78176 0.49607
O1 0.54840 -1.90780 0.71761
N1 0.13305 0.30171 0.53583
H5 0.48145 1.19971 0.24126
C10 -1.27493 0.19049 0.82450
H6 -1.44264 -0.84709 1.11948
H7 -1.54066 0.84424 1.66071
C11 -2.14472 0.55472 -0.38624
N2 -3.54820 0.42252 -0.04581
C12 -4.42279 1.31131 -0.79112
C13 -5.83753 1.18723 -0.22490
O2 -6.31706 -0.13156 -0.31940
C14 -5.45908 -1.01713 0.36176
C15 -4.03245 -0.94158 -0.17866
H8 -3.39068 -1.61142 0.39198
H9 -4.02914 -1.26338 -1.23678
H10 -5.87533 -2.01558 0.22047
H11 -5.44858 -0.77168 1.43460
H12 -6.53690 1.81014 -0.78606
H13 -5.82684 1.50503 0.82960
H14 -4.07523 2.34002 -0.67154
H15 -4.43993 1.06318 -1.86699
H16 -1.95008 1.59634 -0.65722
H17 -1.86235 -0.07749 -1.24532
H18 2.64236 -2.44503 -0.64248
H19 5.02336 -2.08372 -1.20017
H20 7.09433 0.32434 0.13511
H21 6.64753 0.96565 -1.44063
H22 6.93570 -0.76659 -1.24500

The calculation puts the LUMO energy at 0.71 eV. The highest occupied orbital energy is -0.32367 hartree. The orbital gap is 9.5129 eV. Its structure (SMILES) is Cc1ccc(C(=O)NCCN2CCOCC2)cc1C. Its relative energy (zero: lowest compared OMol25 entry of this formula, charge and spin) is 0.634 eV.

Mulliken population analysis, charges in e, atoms 1 to 6: C -1.50; C 1.22; C -0.77; C -0.99; C 0.54; C -0.93

---

The records above yield energy values of -78458.082, -55494.374, -7297.525, -22987.588 eV, respectively.